No. 1
{
  "formula": "C32H24MnN7O2S3",
  "method": "ωB97M-V with the def2-TZVPD basis set",
  "spin_multiplicity": 2,
  "gap_ev": [6.95, 7.06],
  "energy_ha": -4112.90509,
  "charge": 1,
  "lumo_energy_ev": [-3.34, -3.26],
  "elements": ["Mn", "N", "C", "S", "N", "N", "C", "C", "C", "C", "C", "C", "C", "C", "C", "C", "C", "C", "N", "H", "H", "H", "H", "H", "H", "H", "H", "H", "H", "H", "O", "C", "C", "C", "C", "C", "C", "C", "O", "N", "N", "C", "S", "C", "C", "S", "H", "H", "H", "H", "H", "H", "H", "H", "H", "N", "C", "C", "C", "C", "C", "C", "C", "C", "C", "H", "H", "H", "H"],
  "positions_angstrom": [[-0.313023, -0.543338, -0.269502], [3.232762, -1.088947, -2.575233], [1.957087, -1.200265, -2.197224], [1.601789, -1.975037, -0.599523], [0.969283, -0.859747, -2.946705], [-0.232839, -0.934703, -2.255768], [-1.291787, -1.353877, -2.857777], [-1.388545, -1.707460, -4.283822], [-1.875723, -2.956013, -4.662739], [-1.970938, -3.283018, -6.006110], [-1.598667, -2.359428, -6.972220], [-1.118123, -1.112250, -6.596727], [-1.001560, -0.787185, -5.255638], [-2.443421, -1.479614, -1.941719], [-3.745580, -1.730035, -2.348414], [-4.734949, -1.819480, -1.382259], [-4.402206, -1.655219, -0.046740], [-3.085641, -1.390193, 0.285929], [-2.127496, -1.306873, -0.639770], [3.983100, -1.403433, -1.986310], [3.438712, -0.676629, -3.469868], [-2.165295, -3.679363, -3.910364], [-2.336549, -4.258083, -6.298172], [-1.681217, -2.612525, -8.020662], [-0.826518, -0.394197, -7.351193], [-0.610777, 0.176165, -4.957235], [-3.974251, -1.840709, -3.397835], [-5.759411, -2.010872, -1.671227], [-5.146996, -1.718598, 0.733015], [-2.770434, -1.228828, 1.309057], [-2.020874, 2.826997, 3.575181], [-1.115527, 2.050407, 4.220930], [-0.882654, 2.225528, 5.583447], [0.028709, 1.432129, 6.252792], [0.721285, 0.439254, 5.571843], [0.486071, 0.259410, 4.223414], [-0.418049, 1.057979, 3.517376], [-0.566046, 0.807729, 2.063237], [-0.086951, -0.319028, 1.612882], [-1.120785, 1.697107, 1.299494], [-1.102447, 1.288176, -0.050449], [-1.818663, 2.078534, -0.773065], [-2.705920, 3.402249, -0.075853], [-3.158201, 4.128126, -1.675900], [-3.344101, 3.006995, -2.679492], [-1.922524, 1.897085, -2.509492], [-2.408035, 3.441675, 4.209423], [-1.429773, 2.995694, 6.115435], [0.192523, 1.588153, 7.310760], [1.430957, -0.190530, 6.090112], [1.005277, -0.515612, 3.675693], [-2.373876, 4.813528, -1.995902], [-4.080784, 4.690053, -1.536746], [-3.354207, 3.375481, -3.704135], [-4.262507, 2.452731, -2.488149], [7.922263, 1.181961, 5.972358], [7.196248, 0.803863, 5.167249], [6.288307, 0.330108, 4.160427], [5.046990, 0.944899, 4.009014], [4.173858, 0.489206, 3.040219], [4.541133, -0.583926, 2.225462], [5.782745, -1.201321, 2.385608], [6.659041, -0.741777, 3.350104], [3.624077, -1.051912, 1.235531], [2.833783, -1.391096, 0.391618], [4.774469, 1.772644, 4.648315], [3.205549, 0.954349, 2.913201], [6.053160, -2.038862, 1.757933], [7.624690, -1.208229, 3.482878]],
  "forces_ev_per_a": [[0.12, 0.00, 0.14], [0.02, -0.05, 0.02], [-0.05, 0.10, -0.16], [0.03, -0.11, 0.05], [0.00, -0.04, 0.16], [-0.11, 0.01, -0.04], [0.02, 0.00, 0.12], [0.04, 0.01, -0.04], [0.00, 0.00, -0.03], [0.00, 0.00, -0.02], [0.00, -0.01, -0.01], [0.01, 0.00, 0.01], [-0.02, -0.02, -0.02], [0.04, 0.03, 0.05], [0.05, 0.00, 0.08], [-0.01, 0.00, -0.01], [0.03, 0.01, 0.04], [0.00, -0.02, -0.07], [-0.07, -0.04, -0.13], [-0.01, 0.01, 0.01], [0.02, 0.01, 0.01], [0.00, 0.01, 0.02], [0.00, 0.00, 0.00], [0.00, 0.00, 0.00], [0.00, 0.00, 0.00], [0.00, 0.01, 0.01], [0.02, 0.00, -0.02], [-0.01, 0.00, 0.00], [-0.01, 0.00, 0.00], [-0.01, 0.00, 0.00], [-0.01, 0.00, 0.04], [0.01, 0.04, -0.04], [0.01, -0.03, -0.03], [0.00, 0.01, 0.01], [0.02, -0.01, 0.04], [-0.03, 0.00, -0.07], [-0.02, 0.04, -0.01], [-0.07, 0.14, 0.14], [0.08, -0.10, -0.29], [0.03, -0.02, -0.02], [-0.30, 0.05, 0.26], [0.15, 0.01, -0.21], [0.07, 0.03, 0.06], [-0.03, -0.03, -0.07], [-0.03, 0.05, 0.03], [-0.02, -0.02, 0.03], [0.01, -0.02, -0.02], [0.00, 0.01, 0.01], [0.01, -0.01, 0.01], [0.00, -0.01, 0.01], [-0.01, 0.00, 0.00], [0.01, -0.01, 0.02], [-0.01, -0.01, 0.02], [0.01, -0.01, -0.01], [0.02, -0.02, 0.00], [0.01, 0.01, 0.01], [0.06, 0.03, 0.06], [-0.03, -0.03, -0.04], [-0.01, -0.02, -0.02], [0.03, 0.01, 0.01], [0.01, -0.03, 0.07], [0.01, 0.03, 0.05], [-0.05, 0.01, -0.02], [-0.07, 0.02, -0.18], [0.03, -0.03, 0.02], [0.00, 0.00, 0.01], [0.00, 0.00, 0.00], [0.00, 0.00, -0.01], [0.01, 0.00, 0.01]],
  "mulliken_charge": [-0.222, -0.412, 0.537, -0.369, -1.070, 1.018, 0.021, -0.048, -0.107, -0.857, -0.418, -0.861, -0.039, 1.056, -0.721, -0.676, -0.778, -0.060, 0.039, 0.194, 0.247, 0.532, 0.404, 0.417, 0.413, 0.472, 0.582, 0.475, 0.451, 0.456, -0.424, 1.216, -0.840, -0.564, -0.899, -0.622, 0.261, 0.830, -0.768, -0.789, 0.244, 0.161, 0.037, -0.609, -0.627, 0.044, 0.319, 0.299, 0.402, 0.467, 0.488, 0.323, 0.399, 0.424, 0.293, -0.438, -0.086, 0.627, -0.802, -0.374, 0.618, -0.621, -0.684, 0.326, -0.296, 0.473, 0.561, 0.480, 0.476]
}

***

No. 2
{
  "formula": "C32H25BrI4N7OZr",
  "method": "ωB97M-V with the def2-TZVPD basis set",
  "gap_ev": 7.13,
  "energy_ha": -5504.80125,
  "charge": 1,
  "lumo_energy_ev": -3.40,
  "elements": ["Zr", "C", "C", "C", "C", "N", "C", "N", "C", "N", "C", "N", "C", "C", "C", "C", "C", "N", "C", "C", "C", "C", "C", "C", "H", "H", "H", "H", "H", "H", "H", "H", "H", "H", "H", "H", "I", "C", "C", "C", "I", "C", "O", "C", "C", "N", "C", "C", "C", "C", "C", "C", "N", "C", "H", "H", "H", "H", "H", "H", "H", "H", "H", "H", "H", "I", "C", "I", "H", "H", "Br"],
  "positions_angstrom": [[0.201561, -0.422342, 0.169070], [4.749955, -1.036683, 1.833240], [4.524147, -1.283704, 3.184006], [3.322309, -0.897877, 3.729087], [2.347863, -0.298417, 2.918963], [2.503465, -0.208526, 1.573270], [3.714607, -0.520590, 1.089205], [1.317969, 0.322804, 3.601179], [0.447013, 1.036484, 2.998197], [0.231610, 1.077136, 1.630220], [-0.343543, 2.275109, 1.322650], [-0.369410, 2.815740, 0.151260], [0.368469, 2.389845, -0.908293], [0.353102, 3.217905, -2.048090], [1.337945, 3.097523, -2.992565], [2.365163, 2.169386, -2.781683], [2.252028, 1.311137, -1.722242], [1.226483, 1.326181, -0.844336], [-0.774124, 2.934922, 2.563401], [-1.431204, 4.125184, 2.801048], [-1.630862, 4.491059, 4.128073], [-1.164731, 3.700785, 5.173686], [-0.483913, 2.511179, 4.930907], [-0.313346, 2.136186, 3.615255], [5.699124, -1.255949, 1.364560], [5.292501, -1.733030, 3.799313], [3.104794, -0.997213, 4.782276], [3.860011, -0.361059, 0.028924], [-0.409867, 3.979363, -2.103465], [1.356948, 3.745023, -3.859031], [3.215180, 2.108260, -3.445748], [3.024215, 0.576395, -1.533264], [-1.775893, 4.744338, 1.983643], [-2.147446, 5.414313, 4.354854], [-1.322186, 4.023848, 6.194082], [-0.103122, 1.897066, 5.735649], [-7.805410, -1.107776, 0.355071], [-5.760486, -0.667616, 0.201679], [-5.343683, 0.605399, -0.123483], [-3.992876, 0.876554, -0.269691], [-3.581978, 2.773496, -1.054668], [-2.991684, -0.095407, -0.043204], [-1.656225, 0.150316, -0.126806], [-3.469675, -1.400460, 0.205344], [-2.542809, -2.582969, 0.220732], [-1.388326, -2.366905, -0.665346], [-1.851338, -2.192641, -2.043559], [-0.735581, -1.809947, -2.961186], [-0.864014, -2.072130, -4.320157], [0.189662, -1.806605, -5.170825], [1.362109, -1.321115, -4.611623], [1.397451, -1.075956, -3.255894], [0.365185, -1.272549, -2.422244], [-4.823158, -1.670037, 0.325032], [-6.064057, 1.390606, -0.302006], [-2.187449, -2.781323, 1.226984], [-3.108874, -3.463333, -0.101101], [-0.825825, -3.212218, -0.625096], [-2.327365, -3.103109, -2.422650], [-2.615510, -1.413969, -2.066805], [-1.785707, -2.503808, -4.687663], [0.116430, -2.003770, -6.231694], [2.244998, -1.139749, -5.208718], [2.317413, -0.735785, -2.814912], [-5.140151, -2.690524, 0.499959], [4.898878, -2.113359, -2.224321], [3.704883, -3.708133, -1.464699], [2.062854, -3.072732, -0.172623], [4.342949, -4.324015, -0.843755], [3.311739, -4.264538, -2.305723], [0.000813, -2.235673, 2.088350]],
  "forces_ev_per_a": [[-0.36, -1.15, -0.52], [0.06, 0.04, 0.02], [0.00, 0.00, -0.04], [-0.07, 0.07, -0.08], [0.38, 0.03, -0.33], [-0.06, -0.36, 0.34], [-0.02, 0.07, -0.06], [-0.44, 0.15, 0.24], [0.57, -0.26, 0.16], [-0.38, 0.46, 0.29], [0.25, 0.22, -0.29], [-0.62, 0.30, 0.12], [0.34, 0.18, 0.07], [0.08, -0.07, -0.05], [0.00, -0.05, 0.06], [-0.02, 0.01, 0.04], [0.23, 0.06, 0.01], [-0.37, 0.42, -0.32], [-0.04, -0.19, 0.41], [-0.02, 0.01, -0.10], [-0.02, 0.07, -0.02], [0.05, -0.07, 0.03], [0.01, -0.06, 0.02], [-0.22, 0.29, -0.22], [-0.02, 0.00, -0.02], [-0.02, 0.00, 0.02], [0.01, 0.03, 0.01], [-0.04, -0.09, 0.01], [0.00, 0.02, 0.06], [-0.02, 0.02, 0.02], [0.02, -0.02, 0.03], [-0.09, -0.07, -0.05], [0.01, 0.00, 0.00], [-0.01, -0.01, -0.01], [-0.03, 0.00, 0.00], [0.01, 0.03, 0.01], [0.28, 0.08, 0.02], [-0.39, -0.11, 0.01], [-0.06, 0.03, 0.00], [0.77, 0.18, -0.12], [0.23, -0.12, 0.13], [-0.77, -0.09, 0.03], [-0.42, 0.24, -0.13], [0.35, 0.16, -0.13], [-0.16, 0.06, 0.12], [0.34, -0.18, 0.00], [-0.02, 0.13, 0.00], [0.00, -0.12, 0.07], [0.03, -0.02, -0.04], [0.01, 0.02, 0.10], [0.04, 0.00, -0.04], [0.05, -0.03, 0.00], [-0.10, 0.22, -0.04], [-0.02, -0.04, 0.09], [0.01, 0.00, 0.00], [-0.01, -0.03, -0.11], [0.02, 0.01, -0.06], [0.06, -0.02, -0.01], [-0.02, 0.00, 0.03], [0.01, 0.01, 0.03], [0.00, 0.01, 0.00], [-0.02, 0.00, 0.00], [0.00, 0.00, 0.01], [-0.03, -0.02, -0.01], [0.02, -0.01, -0.01], [0.01, -0.22, 0.02], [-0.30, 0.55, 0.05], [0.83, -1.08, -0.21], [-0.04, 0.02, 0.06], [-0.09, 0.04, 0.01], [0.25, 0.25, 0.24]],
  "mulliken_charge": [-0.302, -1.017, -0.349, -0.745, 0.131, 0.412, 0.086, -0.473, 0.198, 1.063, -0.008, -0.241, 0.780, -1.002, -0.426, -1.023, -0.372, 0.516, 0.121, -0.122, -0.669, -0.550, -0.414, -0.392, 0.492, 0.450, 0.519, 0.085, 0.554, 0.461, 0.507, 0.541, 0.536, 0.425, 0.425, 0.533, 0.111, -0.752, -0.282, -0.737, 0.061, -0.448, 0.638, 1.365, -1.435, -0.164, -0.599, 0.194, -1.123, -0.482, -1.377, -0.005, 0.644, -0.513, 0.405, 0.387, 0.511, 0.212, 0.654, 0.333, 0.522, 0.436, 0.507, 0.471, 0.448, 0.044, -0.970, 0.517, 0.502, 0.498, -0.305]
}